Here is a 2-piece molecular cluster, C5H14 overall at a distorted geometry from the Open Molecules 2025 dataset. Energies are from ωB97M-V/def2-TZVPD.

Geometry (Å):
1 C 0.10 2.50 0.06
2 C -0.09 -0.84 -1.34
3 C -0.95 2.41 1.16
4 C 0.41 -2.17 -0.76
5 C 0.56 -2.16 0.77
6 H 1.43 -2.32 -1.12
7 H 0.28 -3.14 1.18
8 H -0.54 2.53 2.16
9 H 0.69 1.59 0.05
10 H 0.37 -0.60 -2.30
11 H 0.84 3.30 0.10
12 H -1.65 3.24 1.06
13 H -1.18 -0.90 -1.44
14 H -1.57 1.52 1.04
15 H -0.17 -2.98 -1.18
16 H -0.33 2.45 -0.94
17 H -0.06 -1.44 1.29
18 H 0.04 0.00 -0.66
19 H 1.61 -2.03 1.07

## Properties
**LUMO energy**: 1.1581 eV
**HOMO-LUMO gap**: 12.3 eV
**Relative energy (zero: lowest compared OMol25 entry of this formula, charge and spin)**: 10.6 kcal/mol
**2S+1**: 1
**Total energy**: -5411.589 eV
**Highest occupied orbital energy**: -11.16 eV



Here is one molecule with the formula C2HBrN2O2 at a distorted geometry from the Open Molecules 2025 dataset. Energies are from ωB97M-V/def2-TZVPD.

Geometry (Å):
1 Br 2.03 0.35 1.73
2 O -1.81 -0.70 1.69
3 O -1.42 -0.54 -0.49
4 N -0.54 -0.13 -1.40
5 N -1.05 -0.54 0.78
6 C 0.62 0.34 -0.94
7 C 0.90 0.50 0.36
8 H 1.26 0.72 -1.73

## Properties
**LUMO energy (alpha / beta)**: -1.1334 / -1.1317 eV
**HOMO-LUMO gap (alpha / beta)**: 7.2 / 7.2 eV
**Relative energy (zero: lowest compared OMol25 entry of this formula, charge and spin)**: 167.1 kcal/mol
**2S+1**: 1
**Total energy**: -79199.372 eV
**Highest occupied orbital energy (alpha / beta)**: -8.36 / -8.37 eV



Here is a 9-piece molecular cluster, C9H36O9 overall at a distorted geometry from the Open Molecules 2025 dataset. Energies are from ωB97M-V/def2-TZVPD.

Geometry (Å):
1 O -9.26 -2.77 12.73
2 O -15.56 5.10 12.59
3 O -18.01 -0.99 10.37
4 O -13.31 -0.57 15.81
5 O -12.20 -1.61 9.56
6 O -16.86 0.52 8.49
7 O -12.77 5.52 13.30
8 O -9.90 2.03 11.50
9 O -12.38 0.94 11.43
10 C -11.92 -1.18 8.19
11 C -10.52 -2.32 12.48
12 C -9.05 1.33 10.64
13 C -12.42 4.13 13.65
14 C -13.08 0.68 12.72
15 C -13.24 -1.94 15.37
16 C -16.42 4.06 12.36
17 C -15.54 0.30 8.58
18 C -17.60 -0.63 11.70
19 H -13.89 1.43 12.95
20 H -16.09 3.14 12.73
21 H -15.25 0.82 7.60
22 H -14.95 0.73 9.43
23 H -10.40 -2.07 11.45
24 H -8.99 1.81 9.62
25 H -13.62 -2.24 14.34
26 H -15.13 -0.78 8.59
27 H -9.56 0.41 10.47
28 H -12.33 -2.26 15.28
29 H -11.34 4.13 13.98
30 H -16.75 1.39 8.42
31 H -12.29 3.77 12.64
32 H -12.76 -2.51 9.47
33 H -13.75 -2.63 16.15
34 H -16.48 -0.50 11.64
35 H -12.42 -0.10 15.98
36 H -13.60 -0.25 12.34
37 H -16.77 3.81 11.20
38 H -13.19 3.75 14.29
39 H -15.97 5.97 12.90
40 H -12.49 0.25 10.88
41 H -17.61 4.48 12.74
42 H -17.86 -1.49 12.32
43 H -13.71 5.74 13.02
44 H -17.31 -0.47 9.81
45 H -18.10 0.26 12.12
46 H -8.99 -2.80 11.86
47 H -12.19 0.67 13.39
48 H -10.81 1.71 11.54
49 H -12.79 -0.57 8.13
50 H -11.96 -1.99 7.57
51 H -10.96 -0.51 8.14
52 H -10.77 -1.52 13.07
53 H -7.96 1.44 11.03
54 H -11.33 -3.26 12.54

## Properties
**LUMO energy**: 0.0673 eV
**HOMO-LUMO gap**: 9.5 eV
**Relative energy (zero: lowest compared OMol25 entry of this formula, charge and spin)**: 276.1 kcal/mol
**2S+1**: 1
**Total energy**: -28333.334 eV
**Highest occupied orbital energy**: -9.41 eV



Q: What is the formula in the second record?
A: C2HBrN2O2



Q: Number 1 is which compound?
A: C5H14